1.
Density functional theory data (ωB97M-V with the def2-TZVPD basis set) for C3H7NO2 in the gas phase in a non-equilibrium geometry.

Output
Charge: 0
E_HOMO (eV): -9.75
Maximum force (eV Å⁻¹): 4.93
Energy (eV): -8809.2007
Gap between HOMO and LUMO (eV): 10.53
ΔE to the lowest compared entry with this formula, charge and spin (kcal/mol): 30.63

```
13
C3H7NO2, DFT ωB97M-V with the def2-TZVPD basis set
C 1.0134 -1.4951 1.7924
C 1.0255 -0.9172 0.3660
N -0.3759 -0.4117 0.1444
C -0.5914 0.5757 -0.7390
O -0.3691 0.6365 -1.9786
O -0.8970 1.7133 -0.0356
H 0.3638 -0.9052 2.3612
H 1.9952 -1.4992 2.1776
H 0.5657 -2.4969 1.8055
H 1.2559 -1.8397 -0.2457
H 1.8722 -0.1998 0.1405
H -1.0399 -0.4797 0.9240
H -0.9370 2.5241 -0.5766
```

***

2.
Density functional theory data (ωB97M-V with the def2-TZVPD basis set) for C3H7NO2 in the gas phase.

Output
Charge: 0
E_HOMO (eV): -8.98
Maximum force (eV Å⁻¹): 0.63
Energy (eV): -8807.8505
Gap between HOMO and LUMO (eV): 9.97
ΔE to the lowest compared entry with this formula, charge and spin (kcal/mol): 61.76

```
13
C3H7NO2, DFT ωB97M-V with the def2-TZVPD basis set
N -1.4157 -1.5394 -1.3541
C -0.4811 -0.5972 -1.2347
O -0.8603 0.1826 -0.2047
C 0.0831 1.2113 0.1265
C 1.2992 0.5885 0.7879
O 0.9301 -0.1976 1.8998
H -1.3170 -2.2369 -2.0728
H -2.2413 -1.5771 -0.7605
H -0.4456 1.8684 0.8219
H 0.3591 1.7665 -0.7758
H 1.8401 -0.0054 0.0368
H 1.9675 1.3723 1.1577
H 0.2820 -0.8360 1.5720
```